No. 1
The following is a DFT calculation (ωB97M-V/def2-TZVPD) of a structure of composition C44H51GeINO8STi in a non-equilibrium geometry.

```
108
C44H51GeINO8STi (ωB97M-V/def2-TZVPD)
Ti 1.3218 0.4547 1.0357
O 1.8755 2.8483 3.3407
S 0.8269 2.5519 2.3963
O -0.2585 3.5209 2.3769
O 0.2748 1.1263 2.6300
O 1.4143 2.3965 0.9688
C 0.4834 -3.9749 -4.0733
C 0.5286 -3.8622 -2.5608
C 0.2850 -5.1950 -1.8704
O 1.7997 -3.3692 -2.1469
C 1.6213 -2.0799 -1.5780
C 0.1414 -2.0873 -1.1534
O -0.4355 -2.9110 -2.1605
C -0.6206 -0.7266 -1.0461
O -0.2203 -0.1027 0.1430
C -0.2785 0.0826 -2.3056
C 0.6037 1.1556 -2.2601
C 0.9852 1.8208 -3.4176
C 0.5011 1.4181 -4.6516
C -0.3543 0.3275 -4.7170
C -0.7317 -0.3378 -3.5596
C -2.1153 -1.0530 -0.8798
C -2.4681 -1.7186 0.2940
C -3.7849 -2.0397 0.5690
C -4.7868 -1.6950 -0.3294
C -4.4531 -0.9948 -1.4743
C -3.1293 -0.6625 -1.7404
C 2.6355 -1.8018 -0.4497
O 2.4268 -0.4748 -0.0917
C 2.3743 -2.8151 0.6828
C 1.5350 -2.5392 1.7618
C 1.2770 -3.4997 2.7289
C 1.8242 -4.7686 2.6178
C 2.6273 -5.0696 1.5279
C 2.9006 -4.1004 0.5733
C 4.0950 -1.8738 -0.9139
C 5.0995 -1.9354 0.0511
C 6.4341 -1.8264 -0.3031
C 6.7887 -1.6487 -1.6348
C 5.7972 -1.5856 -2.6006
C 4.4588 -1.6916 -2.2411
H 1.2360 -4.6844 -4.4168
H 0.6791 -2.9957 -4.5111
H -0.5062 -4.3114 -4.3844
H 1.0509 -5.9113 -2.1702
H -0.6999 -5.5742 -2.1434
H 0.3324 -5.0602 -0.7891
H 1.7675 -1.3116 -2.3422
H 0.0348 -2.5819 -0.1845
H 1.0193 1.4755 -1.3177
H 1.6677 2.6588 -3.3472
H 0.7948 1.9405 -5.5538
H -0.7302 -0.0097 -5.6759
H -1.3595 -1.2129 -3.6312
H -1.6995 -1.9447 1.0227
H -4.0326 -2.5449 1.4948
H -5.8209 -1.9329 -0.1122
H -5.2299 -0.6656 -2.1537
H -2.9195 -0.0385 -2.5956
H 1.0373 -1.5718 1.8550
H 0.6292 -3.2570 3.5628
H 1.6186 -5.5197 3.3701
H 3.0397 -6.0648 1.4153
H 3.5262 -4.3388 -0.2766
H 4.8263 -2.0615 1.0925
H 7.2026 -1.8655 0.4594
H 7.8316 -1.5568 -1.9117
H 6.0613 -1.4432 -3.6413
H 3.6985 -1.6330 -3.0083
C -4.4921 5.7749 -0.8760
C -3.1304 5.2823 -0.3927
C -2.7492 3.9444 -1.0216
C -1.5085 3.3222 -0.3867
Ge -1.8966 2.1160 1.1949
C -3.0344 2.9801 2.6511
C -4.5261 2.9990 2.3686
C -5.3033 3.8577 3.3657
C -6.7947 3.9235 3.0413
H -4.7422 6.7541 -0.4613
H -5.2749 5.0719 -0.5815
H -4.5083 5.8529 -1.9662
H -3.1479 5.1613 0.6946
H -2.3652 6.0271 -0.6306
H -2.5887 4.0802 -2.0992
H -3.5826 3.2426 -0.9045
H -0.7995 4.0688 -0.0241
H -1.0054 2.6738 -1.0996
H -3.3779 1.6418 0.3686
H -2.6204 3.9894 2.7089
H -2.7968 2.4645 3.5854
H -4.9146 1.9759 2.3765
H -4.6969 3.3786 1.3559
H -4.8875 4.8701 3.3616
H -5.1626 3.4587 4.3753
H -6.9473 4.3174 2.0337
H -7.3323 4.5674 3.7411
H -7.2424 2.9277 3.0798
I 6.9767 1.5902 1.9652
C 5.2140 0.7838 2.7390
C 5.1921 0.2499 4.0174
C 3.9685 -0.1665 4.5101
C 2.8570 -0.1080 3.6894
N 2.9098 0.3286 2.4357
C 4.0642 0.8296 1.9754
H 6.0927 0.1789 4.6107
H 3.8718 -0.5320 5.5228
H 1.8762 -0.4024 4.0394
H 4.0504 1.2784 0.9918
```

The LUMO energy (alpha / beta) comes out at 1.8197 / 1.8186 eV. The relative energy (zero: lowest compared OMol25 entry of this formula, charge and spin) is 31.16 kcal/mol. The calculation puts the calculated total energy at -5986.36045 hartree. The highest occupied orbital energy (alpha / beta) comes out at -3.508 / -5.039 eV. For the HOMO-LUMO gap (alpha / beta), the calculation gives 5.328 / 6.858 eV. The total charge is -1. The multiplicity is 3.

=====

No. 2
The following is a DFT calculation (ωB97M-V/def2-TZVPD) of a structure of composition C44H52As2FN5O5PY.

```
111
C44H52As2FN5O5PY (ωB97M-V/def2-TZVPD)
Y -0.1558 -0.2327 0.7761
C 1.4874 3.1424 2.0271
C 2.5807 2.6666 1.0799
As 2.6493 0.7087 0.8628
C 3.9107 0.4708 -0.5649
C 3.5248 -0.2880 -1.6665
C 4.3887 -0.4500 -2.7391
C 5.6388 0.1513 -2.7148
C 6.0256 0.9145 -1.6212
C 5.1646 1.0763 -0.5466
C 3.4569 0.0788 2.4992
C 4.7304 -0.4784 2.5261
C 5.2475 -0.9759 3.7159
C 4.4957 -0.9227 4.8797
C 3.2152 -0.3845 4.8525
C 2.6930 0.1036 3.6647
As -0.2981 2.6503 1.3514
C -1.5156 3.1770 2.7467
C -2.7698 3.6754 2.4063
C -3.6856 3.9823 3.4019
C -3.3535 3.7904 4.7359
C -2.1061 3.2862 5.0748
C -1.1888 2.9734 4.0825
C -0.5298 3.9500 -0.0529
C -0.4551 3.5613 -1.3866
C -0.5540 4.5156 -2.3903
C -0.7316 5.8518 -2.0657
C -0.8076 6.2410 -0.7336
C -0.7050 5.2937 0.2727
H 1.5035 4.2306 2.1099
H 1.6077 2.7367 3.0319
H 3.5631 3.0072 1.4111
H 2.4236 3.0659 0.0739
H 2.5426 -0.7505 -1.6865
H 4.0902 -1.0445 -3.5928
H 6.3142 0.0262 -3.5504
H 6.9999 1.3838 -1.6061
H 5.4812 1.6751 0.2993
H 5.3323 -0.5291 1.6281
H 6.2420 -1.4013 3.7301
H 4.9035 -1.3038 5.8062
H 2.6220 -0.3490 5.7569
H 1.6750 0.4852 3.6643
H -3.0354 3.8496 1.3694
H -4.6556 4.3808 3.1362
H -4.0667 4.0392 5.5101
H -1.8454 3.1407 6.1145
H -0.2228 2.5759 4.3707
H -0.3198 2.5165 -1.6433
H -0.4934 4.2169 -3.4289
H -0.8113 6.5936 -2.8488
H -0.9456 7.2826 -0.4771
H -0.7698 5.6111 1.3072
O -0.3819 0.1223 -1.3932
P -1.4205 -0.5762 -2.2745
N -2.9002 -0.0871 -1.7938
C -3.1678 0.7557 -0.6115
C -4.7024 0.7372 -0.4789
C -5.1622 -0.4413 -1.3338
C -4.1596 -0.4297 -2.4766
N -1.3083 -2.1930 -1.9327
C -0.1497 -2.9433 -2.4416
C -0.2164 -4.2267 -1.6251
C -1.7231 -4.4876 -1.4556
C -2.4194 -3.1488 -1.7673
N -1.0707 -0.2243 -3.8175
C -1.7984 -0.8286 -4.9483
C -0.7036 -1.0276 -5.9881
C 0.1684 0.2121 -5.7937
C 0.1643 0.4510 -4.2789
H -2.7906 1.7711 -0.7531
H -2.7230 0.3397 0.3061
H -5.1136 1.6684 -0.8692
H -5.0091 0.6545 0.5621
H -6.1889 -0.3385 -1.6787
H -5.0806 -1.3787 -0.7802
H -4.4133 0.3331 -3.2186
H -4.0852 -1.3887 -2.9873
H 0.7735 -2.3802 -2.2855
H -0.2464 -3.1410 -3.5158
H 0.2547 -4.0575 -0.6539
H 0.3086 -5.0500 -2.1055
H -1.9578 -4.8248 -0.4476
H -2.0686 -5.2602 -2.1397
H -3.0674 -2.8135 -0.9593
H -3.0131 -3.2359 -2.6812
H -2.5689 -0.1436 -5.3113
H -2.2826 -1.7630 -4.6545
H -1.0963 -1.1289 -6.9975
H -0.1358 -1.9315 -5.7558
H -0.2678 1.0681 -6.3096
H 1.1794 0.0814 -6.1742
H 0.1369 1.5132 -4.0321
H 1.0397 0.0176 -3.7908
F 0.5661 -7.1099 3.5861
C 0.6317 -5.8697 3.1450
C -0.3114 -4.9720 3.4254
N -0.2519 -3.6569 2.9490
C -1.3084 -2.7507 3.4416
C -1.4957 -1.5768 2.5030
O -1.8064 -1.8107 1.3010
O -1.1616 -0.4182 2.8704
C 0.7926 -3.2495 2.1873
O 0.9347 -2.0938 1.7308
N 1.7412 -4.1776 1.9083
C 1.7946 -5.5222 2.3251
O 2.6968 -6.2425 2.0142
H -1.1703 -5.2157 4.0328
H -1.0646 -2.3996 4.4428
H -2.2350 -3.3226 3.4636
H 2.5273 -3.8552 1.3580
```

The LUMO energy comes out at -4.7809 eV. The relative energy (zero: lowest compared OMol25 entry of this formula, charge and spin) is 0.00 kcal/mol. The calculation puts the calculated total energy at -7308.76290 hartree. The highest occupied orbital energy comes out at -13.391 eV. For the HOMO-LUMO gap, the calculation gives 8.610 eV. The total charge is +2.

=====

No. 3
The following is a DFT calculation (ωB97M-V/def2-TZVPD) of a structure of composition C44H52AsF6MoN3O4SSeSi in a non-equilibrium geometry.

```
114
C44H52AsF6MoN3O4SSeSi (ωB97M-V/def2-TZVPD)
Mo -0.2643 0.6924 -1.1344
C -4.6357 -0.8405 4.0795
Si -4.1273 -1.6191 2.4598
C -5.6141 -2.4695 1.6856
C -2.7768 -2.8740 2.7280
C -3.6395 -0.2204 1.2859
C -4.5353 0.8362 1.1732
C -4.2485 1.9868 0.4449
C -3.0388 2.0636 -0.1988
N -2.1771 1.0427 -0.1370
C -2.4408 -0.0557 0.5842
S -1.0729 -1.1075 0.3891
H -4.9377 -1.6075 4.7977
H -5.4755 -0.1530 3.9527
H -3.8031 -0.2779 4.4977
H -6.0140 -3.2365 2.3535
H -5.3395 -2.9497 0.7436
H -6.4168 -1.7588 1.4756
H -3.1349 -3.6332 3.4293
H -1.8853 -2.4071 3.1496
H -2.5018 -3.3748 1.7986
H -5.4852 0.7816 1.6960
H -4.9418 2.8135 0.3970
H -2.7349 2.9151 -0.7880
C 0.2378 -4.1963 0.7851
C 1.0704 -3.4382 -0.2534
C 2.5054 -3.9748 -0.2306
C 0.4351 -3.5280 -1.6335
C 0.1450 -4.8073 -2.1010
C -0.4482 -5.0132 -3.3300
C -0.7658 -3.9165 -4.1085
C -0.4847 -2.6157 -3.6989
C -0.8457 -1.5093 -4.6720
C 0.3606 -0.6848 -5.1211
C -2.0204 -0.6847 -4.1553
C 0.1320 -2.4183 -2.4507
N 0.5802 -1.1083 -2.0428
C 1.9102 -0.9714 -2.0118
C 2.4971 -0.0160 -1.1281
N 1.7117 0.6725 -0.3149
C 2.3207 1.3802 0.7845
C 2.3743 2.7817 0.7898
C 2.9835 3.4210 1.8609
C 3.5105 2.7030 2.9189
C 3.4341 1.3261 2.9087
C 2.8510 0.6373 1.8499
C 2.7831 -0.8755 1.9514
C 1.7449 -1.2809 3.0000
C 4.1491 -1.4946 2.2621
C 1.7146 3.5922 -0.3020
C 0.2102 3.6279 -0.0319
C 2.2367 5.0184 -0.4458
C 3.9531 -0.0381 -1.3273
C 5.0176 0.6539 -0.8156
C 6.3160 0.3386 -1.2955
C 6.5391 -0.6331 -2.2375
C 5.4493 -1.3641 -2.7817
C 5.5041 -2.3996 -3.7523
C 4.3483 -3.0097 -4.1697
C 3.0686 -2.6504 -3.6727
C 2.9880 -1.6489 -2.7414
C 4.1887 -1.0305 -2.3083
H 0.6333 -4.0162 1.7852
H 0.2667 -5.2732 0.6089
H -0.8010 -3.8725 0.7698
H 1.0921 -2.3907 0.0465
H 2.5216 -5.0288 -0.5204
H 2.9098 -3.9017 0.7807
H 3.1687 -3.4342 -0.9025
H 0.3941 -5.6594 -1.4824
H -0.6652 -6.0159 -3.6768
H -1.2342 -4.0603 -5.0750
H -1.2096 -2.0238 -5.5668
H 0.8131 -0.1250 -4.3038
H 0.0558 0.0430 -5.8728
H 1.1204 -1.3400 -5.5543
H -1.8138 -0.2355 -3.1874
H -2.9005 -1.3210 -4.0376
H -2.2551 0.1317 -4.8388
H 3.0252 4.5008 1.8797
H 3.9549 3.2193 3.7603
H 3.8130 0.7669 3.7544
H 2.4590 -1.2782 0.9937
H 2.0026 -0.8727 3.9796
H 1.7004 -2.3696 3.0865
H 0.7534 -0.9054 2.7407
H 4.5089 -1.1918 3.2470
H 4.8976 -1.2056 1.5234
H 4.0778 -2.5843 2.2656
H 1.8829 3.0893 -1.2552
H -0.0155 3.8947 1.0014
H -0.2183 2.6214 -0.1603
H -0.3035 4.2753 -0.7399
H 1.9557 5.6433 0.4052
H 1.7993 5.4580 -1.3427
H 3.3240 5.0399 -0.5430
H 4.8904 1.4165 -0.0586
H 7.1587 0.8867 -0.8932
H 7.5479 -0.8451 -2.5714
H 6.4602 -2.7059 -4.1597
H 4.4074 -3.8003 -4.9073
H 2.1900 -3.1762 -4.0225
O -1.4415 1.8872 -2.3721
Se -0.2677 2.5377 -3.4334
O -0.5763 2.1619 -4.9547
O 0.9180 1.5769 -2.7036
O -0.0277 4.0911 -3.1289
F -0.1993 1.4483 2.1151
As -0.7921 1.8143 3.7152
F -1.3435 0.1601 3.8353
F 0.7358 1.3491 4.3858
F -2.3263 2.2617 3.0189
F -0.2370 3.4506 3.5420
F -1.4080 2.1474 5.2988
```

The LUMO energy (alpha / beta) comes out at 1.3234 / 0.6883 eV. The relative energy (zero: lowest compared OMol25 entry of this formula, charge and spin) is 15.39 kcal/mol. The calculation puts the calculated total energy at -8165.66474 hartree. The highest occupied orbital energy (alpha / beta) comes out at -4.662 / -6.073 eV. For the HOMO-LUMO gap (alpha / beta), the calculation gives 5.985 / 6.762 eV. The total charge is -1. The multiplicity is 4.

=====

No. 4
The following is a DFT calculation (ωB97M-V/def2-TZVPD) of a structure of composition C44H52BBrGeMoN3O4Te in a non-equilibrium geometry.

```
108
C44H52BBrGeMoN3O4Te (ωB97M-V/def2-TZVPD)
Mo -0.7062 -0.2987 1.3980
N -1.4384 -1.8569 2.9056
C -2.7493 -1.3907 3.4073
C -2.5502 0.0778 3.7452
O -2.9763 0.5735 4.7677
N -1.7889 0.6936 2.7969
C -1.1083 1.9143 3.2226
C 0.3734 1.6047 3.4543
O 1.0751 2.2733 4.1735
O 0.8012 0.5577 2.7876
H -1.5014 -2.8036 2.5354
H -0.7908 -1.8770 3.6979
H -3.0910 -1.9335 4.2888
H -3.4838 -1.4930 2.6063
H -1.5564 2.3053 4.1365
H -1.1715 2.6757 2.4399
C -0.3294 6.8688 -2.4535
C 0.0554 5.6035 -3.2304
C -0.9468 5.3796 -4.3717
C 1.4431 5.8145 -3.8371
C 0.0115 4.3922 -2.3037
C -1.1440 4.1141 -1.5767
C -1.2010 2.9952 -0.7791
Br -2.8484 2.6319 0.0865
C -0.1297 2.1055 -0.6377
O -0.2647 1.0666 0.1890
C 1.0379 2.3578 -1.3631
C 1.0594 3.4984 -2.1724
C 2.3206 1.5133 -1.3564
C 3.4568 2.3637 -0.7678
C 2.6595 1.0933 -2.7958
C 2.2206 0.2264 -0.5420
H -0.2729 7.7406 -3.1070
H 0.3478 7.0260 -1.6129
H -1.3449 6.8120 -2.0637
H -0.8969 6.2006 -5.0884
H -1.9681 5.3196 -3.9961
H -0.7235 4.4516 -4.8990
H 1.4406 6.7272 -4.4343
H 1.7263 4.9903 -4.4937
H 2.2065 5.9221 -3.0653
H -2.0177 4.7463 -1.6392
H 1.9636 3.6854 -2.7288
H 3.6718 3.2411 -1.3769
H 4.3683 1.7671 -0.7036
H 3.1989 2.7031 0.2366
H 2.7978 1.9427 -3.4623
H 1.8624 0.4708 -3.2062
H 3.5836 0.5131 -2.7983
H 2.0195 0.4203 0.5135
H 3.1699 -0.3081 -0.6164
H 1.4459 -0.4243 -0.9485
C 2.4414 -3.5174 3.7679
Te 2.5155 -1.3956 3.6336
C 3.9314 -1.5316 5.2170
C 4.1518 -2.9918 5.5181
C 5.0684 -3.3865 6.4894
C 5.2509 -4.7286 6.7661
C 4.5171 -5.6869 6.0767
C 3.6061 -5.2995 5.1114
C 3.4226 -3.9490 4.8260
H 2.6856 -3.8942 2.7719
H 1.4207 -3.8325 3.9968
H 3.5425 -0.9809 6.0753
H 4.8369 -1.0222 4.8844
H 5.6365 -2.6387 7.0267
H 5.9659 -5.0303 7.5190
H 4.6582 -6.7366 6.2924
H 3.0380 -6.0437 4.5690
B 2.4038 -3.7183 0.3342
C 1.3417 -2.6540 0.7425
N 0.5458 -1.8619 1.0480
H 2.0627 -4.7536 0.8699
H 2.3773 -3.7986 -0.8670
H 3.4781 -3.3265 0.7433
C -2.6148 -3.5012 0.4965
Ge -2.3000 -1.6447 -0.1728
C -4.1643 -1.1131 -0.5186
C -4.8963 -0.3578 0.3939
C -6.2502 -0.1153 0.2010
C -6.8913 -0.6261 -0.9169
C -6.1742 -1.3738 -1.8406
C -4.8228 -1.6149 -1.6406
C -1.3914 -1.9850 -1.9005
C -0.7393 -3.1785 -2.0799
C 0.0464 -3.4394 -3.2258
C 0.1847 -2.4902 -4.1906
C -0.4743 -1.2417 -4.0661
C -0.3577 -0.2476 -5.0674
C -1.0217 0.9390 -4.9566
C -1.8404 1.1851 -3.8362
C -1.9571 0.2490 -2.8486
C -1.2730 -0.9894 -2.9226
H -3.1277 -4.0600 -0.2864
H -3.2718 -3.4983 1.3679
H -1.6962 -4.0389 0.7442
H -4.4030 0.0638 1.2633
H -6.8004 0.4783 0.9188
H -7.9464 -0.4399 -1.0696
H -6.6697 -1.7689 -2.7178
H -4.2672 -2.1901 -2.3740
H -0.7965 -3.9488 -1.3225
H 0.5428 -4.3959 -3.3234
H 0.7949 -2.6735 -5.0664
H 0.2648 -0.4515 -5.9297
H -0.9257 1.6912 -5.7294
H -2.3762 2.1207 -3.7588
H -2.5998 0.4417 -1.9975
```

The LUMO energy (alpha / beta) comes out at -0.6946 / -3.7448 eV. The relative energy (zero: lowest compared OMol25 entry of this formula, charge and spin) is 3.84 kcal/mol. The calculation puts the calculated total energy at -7185.10495 hartree. The highest occupied orbital energy (alpha / beta) comes out at -7.674 / -7.701 eV. For the HOMO-LUMO gap (alpha / beta), the calculation gives 6.979 / 3.956 eV. The multiplicity is 4.

=====

calculated total energy of number 2 (C44H52As2FN5O5PY)?
-7308.76290 hartree